This record from the Open Molecules 2025 dataset describes a structure of composition C22H31BeN6O12 at a distorted geometry. The level of theory is ωB97M-V/def2-TZVPD.

Each line ends with the Löwdin spin population.
Geometry (Å):
Be (-0.149941, 3.083995, 2.791339)  0.650
O (-0.492771, 0.775275, -1.410771)  0.001
C (-0.273841, 0.830245, -0.093381)  0.003
O (-0.158891, -0.248345, 0.555499)  0.000
O (-0.219201, 1.876615, 0.588819)  0.056
H (-0.629501, -0.168165, -1.524061)  0.000
C (-2.010941, 4.558655, 0.008559)  0.005
O (-1.681751, 4.503245, 1.222589)  0.093
N (-1.879051, 3.555605, -0.782641)  0.000
N (-2.667851, 5.500725, -0.567641)  0.001
H (-1.468881, 2.791185, -0.265411)  0.000
H (-2.176171, 3.513915, -1.747051)  0.000
H (-2.900401, 5.511605, -1.550441)  0.000
H (-3.012201, 6.276335, -0.019951)  0.000
C (3.291739, 1.576365, 2.654489)  0.005
O (2.363469, 2.240005, 3.060389)  0.100
N (4.557819, 1.811645, 2.912519)  0.001
N (3.157739, 0.573765, 1.831339)  0.000
H (4.843409, 2.614535, 3.454659)  0.000
H (5.289199, 1.165455, 2.652489)  0.000
H (2.226859, 0.447195, 1.460499)  0.000
H (3.902169, -0.005115, 1.469639)  0.000
C (-2.321181, -0.001185, 3.383079)  0.003
O (-1.695611, 1.052595, 3.385509)  0.078
N (-1.988391, -1.018615, 2.573929)  0.000
N (-3.410071, -0.260025, 4.085649)  0.000
H (-2.556011, -1.851205, 2.505449)  0.000
H (-1.244741, -0.861535, 1.908789)  0.000
H (-3.663261, 0.415425, 4.792589)  0.000
H (-3.776091, -1.201335, 4.077029)  0.000
C (1.943539, -3.319225, 3.644319)  0.000
C (2.393729, -3.060655, 4.930369)  0.000
C (2.124899, -1.846135, 5.544609)  0.000
C (1.548619, -0.811065, 4.824849)  0.000
C (1.042189, -1.066995, 3.579789)  0.000
C (1.268849, -2.272175, 2.997609)  0.000
O (0.944579, -2.428975, 1.655119)  0.000
O (2.654699, -1.665745, 6.795419)  0.000
H (2.275339, -4.208665, 3.129349)  0.000
H (3.061789, -3.716455, 5.468919)  0.000
H (1.432049, 0.151935, 5.299649)  0.000
H (0.590809, -0.264925, 3.014699)  0.001
H (0.561609, -1.593805, 1.376879)  0.000
H (2.307989, -0.838085, 7.136549)  0.000
C (-0.466441, -3.409725, -2.473311)  0.000
C (-0.494921, -3.587305, -1.082631)  0.000
C (0.156749, -4.666085, -0.515381)  0.000
C (0.927009, -5.557745, -1.304151)  0.000
C (0.987979, -5.359915, -2.706491)  0.000
C (0.258489, -4.308375, -3.244231)  0.000
O (0.241639, -4.182775, -4.580901)  0.000
O (0.062519, -4.860165, 0.858779)  0.000
H (-1.111571, -2.670175, -2.924161)  0.000
H (-1.140861, -3.021995, -0.427211)  0.000
H (1.414799, -6.393375, -0.824361)  0.000
H (1.475899, -6.102525, -3.320391)  0.000
H (-0.292351, -3.507545, -5.005781)  0.000
H (0.392969, -4.120885, 1.374399)  0.000
C (-1.607061, 2.155645, -4.386181)  0.000
C (-2.206171, 1.920755, -5.649491)  0.000
C (-1.754951, 2.692345, -6.710861)  0.000
C (-0.818071, 3.715055, -6.467031)  0.000
C (-0.220851, 3.874305, -5.225431)  0.000
C (-0.635021, 3.084495, -4.173941)  0.000
O (0.149819, 3.101645, -3.022151)  0.000
O (-2.242861, 2.470575, -7.975041)  0.000
H (-1.938481, 1.508905, -3.587251)  0.000
H (-2.963721, 1.160575, -5.770491)  0.000
H (-0.415981, 4.140755, -7.374501)  0.000
H (0.705259, 4.429615, -5.206901)  0.000
H (-0.003701, 2.394795, -2.390971)  0.000
H (-1.866471, 2.981215, -8.695581)  0.000

Force components x, y, z for each atom (eV/Å):
-0.46 -0.85 -1.28
-0.16 0.61 -0.12
0.60 -0.65 5.07
0.06 -1.29 -1.74
0.01 1.70 -1.61
0.08 -0.52 -0.58
0.29 -1.33 2.85
0.19 0.58 -0.28
1.08 -3.60 -1.32
-2.45 5.36 -0.74
0.48 -0.58 -0.67
0.18 -0.01 0.43
0.15 -0.19 0.39
0.27 -0.08 -0.14
0.06 0.24 -0.36
-1.70 1.34 0.84
3.37 1.29 1.52
-1.61 -2.62 -2.28
-0.30 -0.28 -0.01
-0.30 0.25 0.02
0.09 -0.35 -0.01
-0.25 0.32 0.15
1.05 -0.32 -1.70
0.37 1.06 0.54
0.37 -0.85 -0.57
-1.64 0.32 1.68
0.29 0.25 -0.04
-0.15 0.09 -0.23
-0.17 -0.41 -0.07
-0.10 0.48 0.37
0.24 1.11 0.22
-0.03 -0.01 0.07
0.75 0.17 -0.44
-0.39 -0.37 1.39
0.10 1.00 0.02
0.39 -1.65 -1.36
0.34 -0.64 1.14
-0.17 0.06 0.18
-0.30 -0.07 -0.16
-0.20 -0.40 -0.02
-0.05 0.25 -0.09
-0.12 0.05 -0.01
-0.26 0.48 -0.88
0.07 0.11 0.18
0.03 -0.55 1.41
-0.31 -0.50 -0.74
1.14 -0.23 0.64
-0.83 1.15 -0.57
-0.57 -0.33 1.86
-0.49 0.88 -0.01
0.80 -0.84 -1.92
-0.24 -1.42 -0.77
0.12 0.16 -0.24
0.08 0.37 -0.09
0.07 0.00 -0.01
0.10 0.24 -0.22
-0.17 0.19 0.81
0.11 0.79 -0.38
-1.79 -1.21 -0.70
0.77 0.85 0.48
0.02 0.89 -0.07
-0.13 -1.32 -0.34
0.25 0.10 -1.27
1.71 -0.47 1.28
-0.21 1.11 -0.95
-0.66 -0.76 0.30
0.13 -0.03 0.27
0.04 -0.04 -0.06
0.19 0.64 0.15
-0.14 0.35 0.50
-0.49 -0.39 -0.21
0.38 0.31 0.47

The value obtained for the total energy is -2103.1186 a.u. As for the largest force on an atom: 5.94 eV/A. The spin multiplicity is 2.

---

This record from the Open Molecules 2025 dataset describes a structure of composition C22H31Br48NO2PS at a distorted geometry. The level of theory is ωB97M-V/def2-TZVPD.

Each line ends with the Löwdin charge.
Geometry (Å):
C (2.982668, 0.599657, 1.849842)  -0.112
C (2.108427, -0.579007, 2.254051)  -0.574
N (2.496938, -1.148100, 3.303318)  0.091
C (0.860657, -0.966271, 1.520137)  -0.315
P (1.036354, -2.317818, 0.110806)  0.227
S (3.272757, -2.392086, 0.185671)  0.368
C (0.789530, -3.767422, 1.333844)  -0.355
C (1.521621, -5.063881, 0.987121)  -0.258
O (1.120456, -5.626956, -0.286936)  0.005
C (2.138947, -5.963628, -1.047997)  -0.387
O (1.993976, -6.258470, -2.166467)  0.021
H (4.007797, 0.235478, 1.888483)  0.063
H (2.902762, 1.376913, 2.611247)  0.050
H (2.753059, 0.960923, 0.852620)  0.025
H (1.848940, -1.898389, 3.555541)  -0.051
H (0.457703, -0.074615, 1.024475)  0.065
H (0.103911, -1.267328, 2.256635)  0.049
H (1.112842, -3.232093, -1.015831)  -0.053
H (1.154086, -1.230130, -0.872668)  -0.061
H (-0.418510, -2.239162, -0.039131)  -0.129
H (3.692081, -2.952135, 1.340930)  -0.208
H (-0.283882, -3.931950, 1.457102)  0.024
H (1.159893, -3.505837, 2.334935)  0.049
H (2.596213, -4.979082, 1.109992)  0.071
H (1.223260, -5.787343, 1.761724)  0.114
H (3.159303, -6.030441, -0.648368)  0.160
C (2.732726, -8.262414, -3.657678)  -1.628
Br (1.831834, -9.736344, -2.802872)  0.560
Br (4.509980, -8.749265, -4.233758)  0.547
Br (1.688685, -7.533674, -5.107725)  0.550
H (2.837711, -7.479290, -2.914699)  -0.092
C (-0.793772, -4.283991, -6.667081)  -1.614
Br (-1.342587, -2.903464, -7.896108)  0.569
Br (-2.260918, -4.968162, -5.632668)  0.585
Br (0.161401, -5.711707, -7.531994)  0.555
H (-0.098221, -3.834176, -5.971757)  -0.021
C (-3.689407, -2.735459, 2.116200)  -1.590
Br (-2.861261, -2.027092, 0.526827)  0.601
Br (-4.944355, -4.152941, 1.722927)  0.536
Br (-2.356757, -3.286560, 3.392534)  0.581
H (-4.251908, -1.930688, 2.568242)  -0.038
C (3.547963, 4.747436, 1.747165)  -1.603
Br (5.329538, 4.069103, 1.462527)  0.577
Br (2.250208, 3.807783, 0.687012)  0.598
Br (3.074672, 4.749820, 3.620673)  0.598
H (3.544228, 5.777492, 1.418498)  -0.044
C (-0.924185, -6.595385, -11.072447)  -1.637
Br (-1.437159, -5.248910, -12.358787)  0.587
Br (-2.437333, -7.239561, -10.074487)  0.569
Br (0.056884, -8.032494, -11.899358)  0.564
H (-0.257953, -6.119938, -10.365282)  -0.088
C (3.961564, 8.431938, 4.015476)  -1.648
Br (3.749210, 9.534614, 5.585086)  0.589
Br (2.957339, 9.116467, 2.520299)  0.576
Br (5.817280, 8.171772, 3.571095)  0.574
H (3.553021, 7.458732, 4.252142)  -0.104
C (-3.742097, -0.241680, -2.905548)  -1.613
Br (-1.889053, -0.636851, -2.553751)  0.574
Br (-4.553840, 0.776229, -1.477133)  0.558
Br (-3.974140, 0.620336, -4.619211)  0.549
H (-4.262265, -1.188055, -2.955354)  -0.027
C (-0.222909, -1.707888, 6.742197)  -1.596
Br (-0.968549, -0.255240, 5.720735)  0.553
Br (-1.509124, -2.448368, 7.975928)  0.540
Br (0.534908, -3.062143, 5.603327)  0.604
H (0.584460, -1.298794, 7.332160)  -0.027
C (5.910405, 10.306505, 8.814068)  -1.638
Br (7.459381, 9.194668, 9.094810)  0.574
Br (4.427676, 9.758904, 9.916370)  0.535
Br (6.316780, 12.177163, 9.050856)  0.560
H (5.608585, 10.174628, 7.784181)  -0.092
C (-7.090014, -8.034035, 2.429482)  -1.638
Br (-5.601766, -8.885827, 3.308969)  0.571
Br (-8.003974, -6.804390, 3.600452)  0.559
Br (-6.553232, -7.183896, 0.785976)  0.547
H (-7.794719, -8.810977, 2.171136)  -0.035
C (2.273464, 4.079454, -3.743048)  -1.614
Br (2.579996, 5.986926, -3.777125)  0.548
Br (3.591310, 3.185144, -2.670747)  0.572
Br (0.482436, 3.635588, -3.171959)  0.588
H (2.378675, 3.723231, -4.757617)  -0.030
C (-7.549539, 3.022378, -3.034520)  -1.642
Br (-9.049096, 3.973155, -2.278478)  0.561
Br (-8.071018, 1.969455, -4.562863)  0.558
Br (-6.086430, 4.209080, -3.442597)  0.521
H (-7.197479, 2.332099, -2.279971)  -0.066
C (1.750597, -5.245332, -14.702312)  -1.652
Br (2.252929, -3.865975, -15.953483)  0.563
Br (1.253400, -6.876267, -15.600276)  0.547
Br (3.120923, -5.547073, -13.381695)  0.561
H (0.874045, -4.894370, -14.175211)  -0.091
C (-4.573900, 1.299495, 7.538471)  -1.631
Br (-4.054521, 0.103879, 8.959111)  0.545
Br (-3.315955, 2.745239, 7.327149)  0.558
Br (-4.864113, 0.354843, 5.883298)  0.553
H (-5.518742, 1.739287, 7.822365)  -0.035
C (1.311258, 12.522405, 11.108439)  -1.633
Br (1.822455, 12.659624, 9.254293)  0.551
Br (-0.087504, 11.221695, 11.369645)  0.569
Br (2.827889, 12.174991, 12.247712)  0.544
H (0.910504, 13.483009, 11.397645)  -0.034
C (-2.241756, 6.376422, -3.733119)  -1.640
Br (-3.525385, 7.141884, -2.514004)  0.562
Br (-3.095183, 5.495980, -5.219686)  0.551
Br (-0.961002, 7.688153, -4.313562)  0.555
H (-1.694548, 5.620819, -3.186984)  -0.086

Force components x, y, z for each atom (eV/Å):
-0.08 -0.72 -0.21
-0.48 0.85 -0.54
0.31 -1.14 1.58
0.29 0.77 0.12
-2.17 0.11 -0.44
1.47 -0.13 -0.33
0.90 -0.14 -0.07
-1.29 -0.24 1.59
0.91 0.46 0.84
0.52 0.55 2.40
-1.08 -0.35 -3.51
0.06 0.10 -0.18
-0.23 0.15 -0.15
0.04 0.13 0.00
0.12 0.16 -0.04
-0.01 -0.17 -0.23
0.10 -0.28 -0.09
0.01 -0.08 0.23
0.49 0.10 0.16
0.52 0.11 -0.22
-0.29 0.19 -0.07
0.04 -0.12 -0.25
0.04 0.05 -0.11
0.15 0.22 -0.63
-0.04 -0.19 -0.30
-0.16 0.46 0.89
0.23 -0.43 -0.39
0.02 -0.01 -0.05
0.00 -0.10 -0.08
0.19 -0.16 0.22
-0.01 -0.23 -0.37
0.01 0.07 0.20
0.02 -0.17 0.02
-0.01 0.05 -0.07
-0.01 0.06 -0.23
-0.02 0.02 0.00
-0.05 0.17 -0.11
-0.37 -0.22 0.32
0.13 0.08 0.05
-0.15 0.01 0.04
-0.02 -0.06 0.04
-0.02 0.01 -0.16
-0.12 0.01 0.05
-0.04 0.27 0.15
0.03 -0.04 -0.04
0.01 0.00 0.04
0.02 -0.07 0.07
0.01 -0.06 0.04
0.06 0.05 -0.12
-0.08 0.09 0.03
-0.03 0.03 -0.01
0.07 -0.03 -0.02
-0.04 0.00 -0.05
0.07 -0.05 0.09
-0.13 0.02 0.02
0.01 0.02 0.00
0.16 -0.10 -0.08
-0.12 0.12 0.06
0.05 0.04 -0.14
-0.02 0.00 0.14
-0.04 0.03 0.02
0.03 0.07 -0.09
0.04 -0.10 0.06
0.10 -0.06 -0.11
-0.12 -0.06 0.16
0.00 -0.02 -0.01
-0.02 -0.04 0.01
-0.09 0.09 0.00
0.16 -0.04 -0.12
-0.03 -0.10 0.01
0.03 -0.01 0.01
0.03 0.01 0.00
-0.08 0.09 -0.05
0.08 -0.05 -0.07
-0.05 -0.09 0.08
0.00 0.01 0.01
0.09 0.04 0.07
-0.06 -0.13 0.02
-0.02 -0.04 -0.15
0.08 0.03 -0.01
-0.03 0.01 0.01
0.10 0.02 0.02
0.06 -0.04 -0.06
0.03 0.09 0.08
-0.15 -0.11 -0.01
0.01 -0.01 -0.03
0.00 -0.02 0.04
-0.01 -0.09 0.06
0.05 0.10 0.02
-0.09 0.02 -0.10
0.01 -0.03 0.00
0.01 -0.03 -0.01
-0.07 0.15 -0.08
-0.06 -0.11 0.00
0.02 0.05 0.10
0.01 0.00 -0.01
0.03 -0.01 -0.01
-0.04 -0.01 0.11
0.11 0.05 -0.03
-0.13 0.07 -0.03
0.00 -0.01 0.00
0.00 0.01 0.05
0.02 -0.07 -0.10
0.05 0.08 0.09
-0.07 -0.03 -0.03
0.01 0.00 -0.01

The value obtained for the total energy is -125354.0925 a.u. As for the largest force on an atom: 3.69 eV/A. The total charge is -1.